The following is a DFT calculation (ωB97M-V/def2-TZVPD) of a molecular structure, C18H47FIN2O2PSb at a distorted geometry.

XYZ file:
```
73
Properties=species:S:1:pos:R:3:forces:R:3:lowdin_charge:R:1
I -2.395 -4.596 1.252 0.080 -0.084 -0.189 0.1287
Sb -2.699 -1.899 -1.754 -0.801 -0.600 -1.291 0.7742
P -1.389 -2.462 0.447 0.403 0.308 0.785 0.1991
F -2.453 1.040 -2.508 -0.310 0.036 -0.093 -0.1366
O -5.916 0.407 -1.192 -0.050 0.041 -0.541 -0.0772
O 0.163 -2.853 -0.070 0.020 0.261 0.474 -0.5480
N 4.568 -4.814 -1.999 0.086 0.073 0.143 -0.2040
N -0.140 4.701 2.861 -0.016 -0.062 0.072 -0.1985
C 4.783 -6.060 -2.705 -0.001 -0.041 -0.125 -0.2826
C 2.240 -5.351 -1.077 -0.011 0.042 0.018 -0.0832
C 3.699 -4.948 -0.840 -0.103 -0.108 0.190 -0.2499
C -1.720 0.114 -1.739 0.481 0.048 0.406 -0.5037
C -0.965 5.602 2.080 -0.018 0.101 -0.112 -0.2775
C -1.046 2.208 -0.453 0.149 -0.076 0.256 -0.0951
C 5.916 -5.986 -3.717 -0.001 -0.032 -0.040 -0.0979
C -4.742 0.192 -0.394 -0.385 0.022 0.323 -0.5208
C -1.654 4.553 4.923 0.019 -0.054 0.060 -0.0864
C 4.328 -3.651 -2.836 0.050 0.136 -0.215 -0.2495
C 1.091 5.265 3.377 0.190 0.084 -0.058 -0.2499
C -5.101 0.674 1.005 0.277 0.152 -0.181 -0.0612
C -0.898 3.868 3.776 -0.107 -0.169 0.001 -0.2465
C -0.225 6.227 0.907 0.026 0.050 -0.001 -0.0884
C -4.338 -1.278 -0.423 0.087 0.397 0.080 -0.3596
C 0.996 6.504 4.280 0.079 -0.024 0.063 -0.0856
C -1.382 0.712 -0.384 -0.028 0.382 -0.528 -0.3071
C 3.146 -3.697 -3.813 -0.032 0.093 0.031 -0.0777
H 2.154 -6.215 -1.737 0.039 -0.005 -0.007 0.0666
H -0.775 -0.016 -2.264 0.101 -0.117 -0.354 0.0744
H -0.223 3.117 4.194 0.064 0.039 -0.004 0.1122
H -6.122 0.405 1.242 -0.254 -0.121 0.101 0.0761
H -2.167 0.528 0.338 -0.101 -0.086 0.288 0.0673
H 5.678 -5.326 -4.552 0.003 0.011 0.002 0.0618
H -3.983 0.875 -0.768 0.285 -0.187 -0.197 0.0950
H 6.106 -6.978 -4.132 -0.007 -0.005 -0.001 0.0680
H 3.720 -4.004 -0.289 0.017 0.057 -0.069 0.1082
H 1.773 -5.617 -0.128 -0.013 0.017 0.008 0.0725
H 5.239 -3.454 -3.408 0.008 -0.071 0.002 0.0963
H 4.159 -5.685 -0.172 0.055 -0.036 -0.081 0.1056
H -0.925 6.799 0.295 -0.011 -0.001 -0.001 0.0724
H -1.798 5.022 1.676 -0.020 -0.071 0.104 0.1121
H 0.669 6.254 5.288 -0.081 0.017 -0.010 0.0520
H -1.621 3.305 3.178 -0.003 0.054 -0.054 0.1091
H 1.629 4.475 3.906 -0.084 -0.049 0.037 0.1134
H 2.191 -3.554 -3.312 -0.018 -0.068 -0.008 0.0588
H -5.202 -1.850 -0.738 -0.196 -0.250 -0.255 0.0495
H 0.558 6.914 1.232 0.007 -0.004 -0.004 0.0619
H 1.654 -4.534 -1.492 -0.042 -0.031 -0.012 0.0441
H -0.077 2.396 -0.007 0.245 0.108 0.191 0.0588
H -1.370 -2.463 -2.763 0.284 -0.018 0.091 -0.1094
H -2.344 3.841 5.380 0.001 -0.012 -0.017 0.0699
H -0.999 2.563 -1.474 -0.143 0.132 -0.244 0.0633
H 3.876 -6.422 -3.214 0.022 -0.033 -0.011 0.1016
H 1.730 5.515 2.525 -0.054 0.023 -0.030 0.0999
H -5.689 0.158 -2.102 -0.027 0.077 0.332 0.0827
H 3.106 -4.638 -4.364 0.023 -0.015 0.004 0.0649
H -0.487 0.201 -0.058 0.118 -0.422 0.312 0.0690
H 0.731 -2.539 0.655 -0.104 -0.372 -0.462 0.0074
H 5.040 -6.819 -1.961 -0.070 0.022 0.069 0.1148
H -0.982 4.897 5.709 0.011 0.061 -0.021 0.0524
H 3.247 -2.895 -4.547 0.013 0.002 0.006 0.0701
H -3.389 -3.530 -1.784 0.011 0.109 0.078 -0.1155
H 4.217 -2.784 -2.181 -0.050 -0.054 0.086 0.1130
H 0.314 7.253 3.876 -0.011 -0.010 -0.028 0.0641
H 1.979 6.971 4.367 0.002 -0.009 -0.011 0.0680
H -4.434 0.247 1.740 0.175 -0.232 0.224 0.0666
H -4.120 -1.631 0.577 0.223 -0.105 0.342 0.0097
H 0.226 5.458 0.279 0.012 -0.029 0.028 0.0762
H -1.763 2.801 0.103 -0.219 0.217 -0.054 0.0555
H 6.835 -5.631 -3.248 -0.014 0.041 0.017 0.0760
H -3.596 -1.440 -3.211 -0.025 0.106 0.140 -0.0833
H -2.244 5.402 4.576 0.008 0.012 -0.023 0.0645
H -4.980 1.750 1.075 -0.245 0.326 -0.007 0.0673
H -1.411 6.405 2.690 -0.018 0.009 -0.027 0.1003
```
Forces are in eV/Å.

Calculated values
**Charge**: -1
**LUMO level**: 2.5 eV
**DFT total energy**: -1953.06276 Ha